Molecular formula: C37H26INO4PRuS
Method: DFT, the ωB97M-V functional and the def2-TZVPD basis

As for the HOMO-LUMO gap (alpha / beta): 0.2459 / 0.2122 hartree. Its net charge is +1. As for the spin multiplicity: 5.

Geometry as XYZ:
```
72
Properties=species:S:1:pos:R:3:forces:R:3
Ru -0.0652 0.1564 1.5544 0.36 0.42 -0.09
O 3.0517 -0.8094 3.8326 -0.13 -0.17 0.08
S 1.8137 -0.2914 3.2879 2.46 -0.37 0.34
O 1.1737 -1.3767 2.3362 -0.72 1.00 0.39
O 1.9976 0.9013 2.4098 -0.35 -0.21 0.09
O -0.3094 0.4102 3.5694 -1.15 -0.99 -0.93
C 0.3408 2.8397 6.0930 -0.03 0.02 -0.22
C -0.0421 4.0202 5.4638 -0.01 0.11 -0.06
C -0.4625 4.0006 4.1552 0.02 0.08 0.07
C -0.5755 2.8180 3.3958 0.33 -0.67 0.43
C -0.2207 1.6045 4.0706 -0.16 1.79 0.91
C 0.2628 1.6633 5.3970 -0.21 -0.10 -0.34
C -1.1353 2.8698 2.0414 -0.25 0.00 -0.16
C -1.5030 4.1288 1.4818 -0.06 0.20 -0.28
C -2.0612 4.2393 0.2452 0.06 -0.17 0.40
C -2.4214 3.0732 -0.4634 0.26 -0.52 0.24
C -3.0566 3.0837 -1.7187 0.00 -0.13 -0.02
C -3.4005 1.9081 -2.3330 -0.02 0.21 0.00
C -3.1887 0.6903 -1.6734 0.15 -0.04 0.20
C -2.5511 0.6509 -0.4576 0.03 0.00 0.15
C -2.0903 1.8378 0.1499 -0.64 0.33 -0.77
N -1.3580 1.7669 1.3036 0.29 0.00 0.21
H 0.7009 2.8475 7.1098 0.03 0.00 0.10
H -0.0095 4.9538 6.0006 0.04 0.14 0.01
H -0.7221 4.9549 3.7278 -0.03 0.00 -0.03
H 0.5569 0.7249 5.8420 -0.02 -0.09 0.09
H -1.3044 5.0326 2.0270 0.04 0.01 0.03
H -2.2776 5.2101 -0.1763 0.00 0.11 -0.01
H -3.2739 4.0342 -2.1818 0.00 0.11 -0.07
H -3.8670 1.9175 -3.3054 -0.10 0.02 -0.07
H -3.5454 -0.2253 -2.1186 -0.03 -0.15 -0.03
H -2.4559 -0.2790 0.0918 0.00 0.07 -0.18
I 2.0130 -2.6881 0.4870 0.60 -1.04 -1.45
C 2.2104 -3.3787 -1.5585 0.17 -0.04 0.47
C 3.0193 -4.4271 -1.9043 -0.24 0.37 0.58
C 3.1108 -4.8220 -3.2481 -0.09 0.04 -0.31
C 2.4031 -4.1623 -4.2136 0.13 -0.10 0.17
C 1.5800 -3.0639 -3.8826 -0.03 0.11 0.32
C 0.8589 -2.3489 -4.8626 -0.16 0.25 -0.01
C 0.0980 -1.2639 -4.5242 0.08 -0.19 -0.25
C -0.0105 -0.8642 -3.1862 0.13 -0.12 0.46
C 0.6480 -1.5519 -2.1956 -0.33 0.45 -0.18
P 0.3600 -1.0558 -0.4555 -0.40 -1.07 -0.11
C -1.0493 -2.3874 -0.1402 0.41 0.56 -0.05
C -1.5122 -3.2752 -1.1002 0.06 0.06 -0.04
C -2.4631 -4.2277 -0.7592 -0.02 -0.05 -0.10
C -2.9698 -4.2921 0.5261 0.00 0.03 -0.06
C -2.5472 -3.3731 1.4734 -0.02 0.03 0.13
C -1.5940 -2.4284 1.1403 0.12 0.26 0.19
C 1.6889 0.4518 -0.6088 -0.32 0.29 0.35
C 1.1011 1.6919 -0.8551 -0.19 -0.16 -0.16
C 1.8780 2.8369 -0.9183 0.02 0.04 -0.07
C 3.2492 2.7511 -0.7483 -0.04 0.07 0.01
C 3.8380 1.5169 -0.5401 0.01 -0.14 -0.06
C 3.0634 0.3696 -0.4560 0.17 -0.21 0.03
C 1.4767 -2.6559 -2.5215 -0.09 0.08 -0.04
H 3.5841 -4.9445 -1.1457 0.11 -0.15 0.05
H 3.7491 -5.6506 -3.5100 0.06 -0.09 -0.02
H 2.4734 -4.4675 -5.2474 0.01 -0.01 -0.08
H 0.9194 -2.6668 -5.8922 0.06 -0.04 -0.11
H -0.4337 -0.7094 -5.2817 -0.05 0.01 -0.11
H -0.6377 -0.0226 -2.9276 -0.06 0.12 -0.04
H -1.1443 -3.2369 -2.1144 0.04 -0.04 -0.06
H -2.8056 -4.9202 -1.5132 -0.04 -0.08 -0.06
H -3.6996 -5.0434 0.7859 -0.07 -0.04 0.02
H -2.9610 -3.3935 2.4694 -0.01 0.00 0.13
H -1.2698 -1.7126 1.9119 -0.23 -0.49 -0.16
H 0.0364 1.7615 -1.0480 0.02 0.04 0.10
H 1.4081 3.7934 -1.0960 -0.04 0.06 -0.05
H 3.8588 3.6404 -0.7857 0.05 0.09 0.01
H 4.9095 1.4363 -0.4309 0.07 0.00 0.02
H 3.5635 -0.5742 -0.2834 -0.02 0.09 0.06
```
Forces are in eV/Å.

***

Molecular formula: C37H27BaN9O8S2
Method: DFT, the ωB97M-V functional and the def2-TZVPD basis

As for the HOMO-LUMO gap: 0.2293 hartree. Its net charge is -2. As for the spin multiplicity: 1.

Geometry as XYZ:
```
84
Properties=species:S:1:pos:R:3:forces:R:3
Ba 0.4732 0.4132 0.3424 -0.06 0.31 -0.19
C -2.5970 -0.6353 -3.6800 -0.05 0.02 0.04
C -1.5927 -0.6675 -2.5518 0.02 -0.18 -0.09
N -0.7342 0.2672 -2.3469 0.07 -0.08 0.03
N -0.7630 1.2761 -3.3169 0.10 -0.08 0.03
C -0.0911 2.3464 -3.0604 -0.17 0.22 0.18
S 0.7618 2.9271 -1.6975 0.07 -0.14 -0.04
S -0.1602 3.5925 -4.3498 0.10 0.02 -0.07
C -0.9843 2.7276 -5.7046 -0.04 -0.09 0.02
C -2.4914 2.7307 -5.6910 -0.02 -0.03 -0.01
C -3.1921 2.6777 -6.8922 0.02 0.02 0.00
C -4.5784 2.6215 -6.9136 -0.04 -0.01 -0.01
C -5.2891 2.6123 -5.7231 -0.01 -0.02 -0.01
C -4.5994 2.6641 -4.5192 0.03 0.04 -0.03
C -3.2143 2.7266 -4.5018 -0.04 0.16 0.10
C -1.6419 -1.8873 -1.6935 0.06 -0.06 -0.02
C -1.5757 -3.1266 -2.3398 0.01 0.09 -0.05
C -1.6323 -4.3319 -1.6666 0.00 -0.01 -0.04
C -1.7906 -4.3056 -0.2810 0.00 -0.02 0.06
C -1.8735 -3.1105 0.3900 0.01 -0.01 -0.03
C -1.7732 -1.8502 -0.2679 0.01 -0.01 -0.05
O -1.7822 -0.7600 0.4091 -0.19 0.04 -0.07
H -3.5788 -0.4200 -3.2467 -0.01 0.03 0.00
H -2.6789 -1.6154 -4.1453 0.00 -0.03 -0.02
H -2.3698 0.1256 -4.4207 0.01 -0.08 0.04
H -0.6334 1.6942 -5.6541 0.00 0.00 -0.03
H -0.6216 3.1703 -6.6350 0.01 0.01 0.03
H -2.6400 2.6804 -7.8258 0.01 0.00 -0.02
H -5.1019 2.5841 -7.8610 -0.01 0.00 -0.02
H -6.3711 2.5655 -5.7315 -0.01 0.00 0.00
H -5.1466 2.6558 -3.5852 -0.03 -0.03 -0.02
H -2.6722 2.7752 -3.5633 -0.11 0.00 -0.17
H -1.4358 -3.1382 -3.4162 -0.01 -0.02 -0.01
H -1.5332 -5.2690 -2.1992 0.00 0.00 -0.02
H -1.8235 -5.2346 0.2778 0.00 -0.01 0.00
H -1.9728 -3.0824 1.4686 0.00 0.01 0.02
N 2.2700 -1.5225 3.9655 0.03 -0.12 -0.03
C 1.1720 -1.3938 3.1938 0.03 0.08 0.16
N 0.3903 -0.3683 3.1985 -0.02 -0.02 -0.04
C 0.7266 0.7228 3.9817 0.11 0.09 0.07
N 0.1345 1.8613 3.8584 -0.11 -0.07 -0.22
N -0.6253 1.9303 2.7038 -0.11 0.03 0.22
C -1.7585 2.4913 2.7899 0.14 0.01 -0.14
C -2.5742 2.6843 1.5733 0.01 -0.04 -0.02
C -3.7954 3.3457 1.6598 0.00 -0.02 -0.02
C -4.5316 3.5394 0.5018 0.01 -0.01 0.02
C -4.0197 3.0710 -0.6940 0.04 -0.03 -0.02
C -2.7896 2.4189 -0.6835 -0.09 -0.04 0.06
N -2.0872 2.2185 0.4195 0.07 0.19 0.17
C 1.8079 0.5886 4.9644 -0.01 -0.01 0.05
C 2.1192 1.5762 5.8984 -0.02 -0.02 -0.03
C 3.2120 1.4360 6.7277 0.01 -0.02 0.00
C 4.0234 0.3046 6.6221 0.01 0.00 0.01
C 3.7315 -0.6844 5.7078 -0.01 0.00 -0.02
C 2.6147 -0.5435 4.8836 0.04 -0.06 -0.02
H 2.8925 -2.2943 3.7814 0.03 0.02 0.02
H 0.9639 -2.2285 2.5338 -0.03 -0.03 0.00
H -2.1439 2.8594 3.7426 0.00 -0.01 0.01
H -4.1526 3.7003 2.6185 0.01 0.00 0.02
H -5.4862 4.0510 0.5346 0.01 0.00 0.00
H -4.5511 3.2031 -1.6260 0.01 0.03 0.02
H -2.3535 2.0375 -1.5988 0.00 -0.01 0.03
H 1.4923 2.4566 5.9308 0.00 0.01 0.01
H 3.4539 2.2104 7.4437 0.00 0.01 0.01
H 4.8963 0.2021 7.2546 0.00 0.01 0.00
H 4.3633 -1.5585 5.6083 0.01 0.00 0.00
O 4.9796 1.0247 1.3685 0.06 0.02 -0.02
C 3.9812 0.3028 1.3755 -0.05 -0.10 0.03
O 2.7776 0.6468 1.5666 -0.08 0.14 0.07
C 4.2052 -1.2111 1.2303 0.10 -0.05 0.07
C 5.4516 -1.6789 1.5582 -0.06 -0.01 -0.11
C 5.7376 -3.0513 1.6165 0.17 -0.02 -0.44
C 4.7421 -3.9863 1.3889 -0.06 0.12 -0.10
C 3.4858 -3.5226 1.0824 0.02 -0.31 0.15
C 3.1433 -2.1353 0.8688 0.03 0.09 0.06
O 2.0243 -1.8113 0.4107 0.04 0.04 -0.02
N 2.4349 -4.5351 0.9878 -0.19 0.20 -0.30
O 1.3819 -4.3174 1.5626 0.14 -0.07 0.08
O 2.6597 -5.5523 0.3505 0.08 -0.02 0.13
N 7.0525 -3.5087 1.9800 -0.71 0.10 1.89
O 7.2155 -4.7110 2.1736 0.25 -0.23 -0.67
O 7.8821 -2.6779 2.3226 0.35 0.12 -0.65
H 6.2125 -0.9451 1.7854 0.01 -0.01 0.00
H 4.9386 -5.0448 1.4686 -0.01 0.00 0.00
```
Forces are in eV/Å.

***

Molecular formula: C37H27Cl2N9O2W
Method: DFT, the ωB97M-V functional and the def2-TZVPD basis

As for the HOMO-LUMO gap (alpha / beta): 0.2122 / 0.2123 hartree. Its net charge is +2. As for the spin multiplicity: 1.

Geometry as XYZ:
```
78
Properties=species:S:1:pos:R:3:forces:R:3
W 0.5069 -0.1973 0.2282 0.21 0.20 1.34
Cl -3.0425 -3.2902 -4.8053 -0.08 -0.07 -0.04
C -2.3043 -1.9145 -4.1207 0.04 0.14 -0.05
C -1.4063 -2.1643 -3.1436 0.09 0.01 0.06
C -0.8015 -1.2347 -2.2266 -0.08 0.23 -0.33
N 0.0484 -1.5798 -1.3031 0.00 -0.23 -0.21
C 0.7097 -2.8334 -1.2693 0.25 0.23 0.12
O 0.2433 -3.9074 -1.4938 -0.17 -0.23 0.00
C 2.1546 -2.5850 -0.9788 -0.28 -0.05 0.03
C 3.1000 -3.4727 -1.4326 0.11 -0.20 -0.03
C 4.4388 -3.1210 -1.3363 0.00 -0.06 -0.04
C 4.7470 -1.8938 -0.7848 0.05 0.04 0.05
C 3.7273 -1.0771 -0.3201 0.00 -0.05 0.12
N 2.4341 -1.4080 -0.3969 -0.07 0.14 -0.19
C -1.2240 0.2203 -2.1021 0.06 -0.06 -0.10
C -2.3932 1.5063 -4.0607 0.00 0.07 -0.01
C -2.6807 -0.5585 -4.6619 -0.05 -0.03 -0.01
Cl -3.4782 -0.6645 -6.2450 -0.01 0.02 0.01
N 0.9554 0.9571 -1.3530 0.03 0.33 -0.97
C 1.5593 2.1861 -1.1165 -0.01 -0.27 -0.01
O 1.3672 3.1972 -1.7355 0.03 0.21 0.07
C 2.4799 2.1081 0.0751 -0.08 0.03 -0.24
C 3.4129 3.0757 0.3647 0.16 0.16 -0.02
C 4.1169 2.9876 1.5585 0.02 0.09 -0.07
C 3.8329 1.9438 2.4226 0.00 -0.09 0.08
C 2.8718 1.0161 2.0613 0.01 -0.02 0.12
N 2.2157 1.0825 0.9003 0.00 -0.07 0.10
H -1.2095 -3.2060 -2.9488 0.02 -0.02 0.06
H 2.7691 -4.4047 -1.8723 0.03 0.04 0.00
H 5.2164 -3.7777 -1.7028 -0.02 -0.01 0.02
H 5.7708 -1.5543 -0.7037 -0.03 0.00 0.00
H 3.9765 -0.1364 0.1381 0.01 0.07 -0.03
H -2.5528 2.5444 -4.3107 0.01 -0.03 0.01
H 3.5603 3.8804 -0.3444 0.00 -0.01 0.03
H 4.8631 3.7278 1.8179 -0.02 -0.02 -0.03
H 4.3432 1.8430 3.3710 -0.03 0.00 -0.02
H 2.6155 0.1976 2.7194 0.00 0.00 0.02
C -1.5567 0.4545 -4.7641 0.02 -0.02 0.02
C -3.4949 0.4868 -3.7599 0.03 -0.06 0.06
C -3.6623 0.1849 -2.3066 -0.13 -0.01 -0.16
C -2.6069 0.1283 -1.4957 0.14 -0.04 0.19
N -0.4182 0.9408 -1.1255 -0.23 0.57 -0.50
C -1.1597 0.9793 -3.4213 -0.10 -0.01 0.04
C -2.7152 -0.2091 -0.0505 0.15 0.03 -0.16
C -3.9427 -0.0978 0.5843 -0.12 0.05 -0.02
C -4.1030 -0.5402 1.8813 -0.07 0.00 0.05
C -3.0326 -1.1283 2.5213 -0.09 -0.03 0.13
C -1.8151 -1.1857 1.8698 0.05 -0.04 -0.04
N -1.6339 -0.6733 0.6314 0.01 -0.27 0.04
C -0.6387 -1.8130 2.4763 -0.07 -0.11 -0.01
C -0.7505 -2.7282 3.5167 -0.09 0.00 0.12
C 0.3671 -3.3614 4.0139 -0.05 -0.01 0.03
C 1.5914 -3.0519 3.4393 0.08 -0.06 0.05
C 1.6404 -2.1488 2.4066 0.09 0.10 -0.01
N 0.5516 -1.5226 1.8950 0.03 -0.39 0.52
H -0.9187 0.5345 -5.6324 -0.01 0.02 0.03
H -4.4447 0.6955 -4.2378 -0.03 -0.03 -0.02
H -4.6639 -0.0181 -1.9487 0.02 0.03 -0.01
H -0.2932 1.6262 -3.4579 0.02 0.02 -0.01
H -4.7755 0.3427 0.0574 0.02 -0.01 0.01
H -5.0575 -0.4423 2.3816 0.02 0.00 -0.01
H -3.1353 -1.5020 3.5288 0.01 0.00 -0.02
H -1.7255 -2.9591 3.9208 0.02 -0.01 -0.02
H 0.2888 -4.0833 4.8153 -0.01 0.02 -0.02
H 2.5061 -3.5191 3.7792 -0.02 0.03 -0.02
H 2.5872 -1.9106 1.9493 0.03 -0.01 -0.03
C -1.3389 4.8501 2.1118 0.01 -0.10 0.02
N -0.9005 3.4539 2.1984 -0.02 0.14 0.04
C -0.6182 2.7543 3.3480 -0.02 0.09 -0.08
C -0.2352 1.5142 2.9505 -0.04 -0.11 -0.04
N -0.2874 1.4500 1.5736 0.28 -0.38 -0.12
C -0.6883 2.6391 1.1562 -0.18 0.08 0.14
H -1.4806 5.2331 3.1173 0.00 -0.01 0.02
H -2.2801 4.9130 1.5730 -0.03 -0.02 -0.01
H -0.5882 5.4496 1.6037 0.04 -0.01 -0.01
H -0.7208 3.1857 4.3290 0.00 0.03 -0.04
H 0.0564 0.6727 3.5568 0.01 0.02 -0.02
H -0.8503 2.9129 0.1261 0.03 -0.01 -0.01
```
Forces are in eV/Å.

***

| no. | molecular weight (u) | E (eV) |
| --- | --- | --- |
| 1 | 839.63 | -79267.120 |
| 2 | 927.14 | -90963.481 |
| 3 | 884.43 | -83171.104 |